[1]
10 unconnected molecules or ions with the total composition C61H69ClN10O4, computed with ωB97M-V/def2-TZVPD.

The energy comes out at -3674.48279 Ha. The HOMO-LUMO gap is 9.2 eV. Its strongest force on any atom is 0.0117 hartree/bohr. The HOMO energy is -8.80 eV. For the lowest unoccupied orbital energy, the calculation gives 0.44 eV. Its structure (SMILES) is CCCOC[C@@](N)(C[C@H](C)OCc1ccccc1)OC(=O)Cl.c1ccncc1.c1ccncc1.c1ccncc1.c1ccncc1.c1ccncc1.c1ccncc1.c1ccncc1.c1ccncc1.c1ccncc1.

Each line ends with the Mulliken charge.
CARTESIAN COORDINATES (ANGSTROEM)
C (-1.301, 3.668, 1.770)  -0.64
C (-2.597, 2.870, 1.598)  -0.24
C (-2.365, 1.376, 1.437)  -0.44
O (-1.329, 1.075, 0.504)  0.08
C (-0.146, 0.607, 1.098)  -1.63
C (0.753, 0.007, 0.030)  0.82
N (0.637, 0.682, -1.182)  -0.01
C (2.189, -0.193, 0.491)  -0.50
C (3.175, 1.002, 0.564)  0.35
C (3.184, 1.733, 1.903)  -1.67
O (3.120, 1.847, -0.572)  -0.37
C (2.287, 2.986, -0.505)  0.69
C (1.940, 3.465, -1.890)  0.41
C (2.652, 3.054, -3.013)  -0.56
C (2.288, 3.518, -4.277)  -0.63
C (1.215, 4.390, -4.424)  -0.69
C (0.501, 4.813, -3.302)  -0.55
C (0.868, 4.346, -2.044)  -0.78
O (0.168, -1.441, -0.036)  -0.39
C (0.460, -2.139, -1.104)  0.86
O (1.467, -2.719, -1.352)  -0.57
Cl (-0.884, -2.200, -2.265)  -0.24
H (-1.495, 4.738, 1.682)  0.53
H (-0.604, 3.409, 0.974)  -0.37
H (-0.847, 3.490, 2.746)  0.23
H (-3.127, 3.270, 0.731)  0.36
H (-3.208, 3.019, 2.489)  0.18
H (-2.167, 0.924, 2.411)  0.31
H (-3.279, 0.917, 1.052)  0.00
H (0.387, 1.395, 1.637)  0.17
H (-0.377, -0.182, 1.821)  0.53
H (1.386, 0.539, -1.841)  0.30
H (-0.284, 0.675, -1.593)  0.30
H (2.118, -0.627, 1.492)  0.31
H (2.654, -0.961, -0.125)  -0.22
H (4.165, 0.547, 0.481)  0.44
H (3.329, 0.986, 2.686)  0.49
H (2.256, 2.256, 2.129)  0.28
H (4.030, 2.416, 1.955)  0.42
H (2.817, 3.788, 0.020)  0.64
H (1.355, 2.764, 0.014)  -0.62
H (3.485, 2.372, -2.914)  0.51
H (2.844, 3.188, -5.145)  0.40
H (0.928, 4.738, -5.409)  0.39
H (-0.338, 5.485, -3.402)  0.64
H (0.307, 4.666, -1.171)  0.37
C (-0.686, 10.523, -3.086)  -0.14
C (-0.339, 9.764, -4.192)  -0.59
C (-0.498, 8.389, -4.123)  -0.01
N (-0.966, 7.753, -3.052)  -0.31
C (-1.294, 8.495, -1.997)  -0.22
C (-1.175, 9.875, -1.962)  -0.53
H (-0.577, 11.600, -3.099)  0.37
H (0.049, 10.225, -5.089)  0.35
H (-0.234, 7.761, -4.968)  0.32
H (-1.669, 7.952, -1.136)  0.39
H (-1.458, 10.426, -1.076)  0.35
C (-3.963, -0.737, -0.782)  0.30
C (-4.642, 0.444, -1.043)  -0.45
C (-6.013, 0.476, -0.840)  -0.39
N (-6.718, -0.570, -0.409)  -0.47
C (-6.053, -1.699, -0.165)  0.24
C (-4.682, -1.832, -0.335)  -0.93
H (-2.893, -0.798, -0.924)  0.31
H (-4.119, 1.325, -1.393)  0.48
H (-6.578, 1.382, -1.030)  0.36
H (-6.655, -2.528, 0.183)  0.26
H (-4.196, -2.775, -0.119)  0.38
C (-4.905, 1.245, 6.926)  -0.13
C (-4.601, 2.535, 6.519)  -0.88
C (-3.675, 2.703, 5.500)  -0.37
N (-3.055, 1.692, 4.894)  -0.16
C (-3.357, 0.459, 5.296)  -0.09
C (-4.272, 0.183, 6.301)  -0.66
H (-5.625, 1.071, 7.715)  0.38
H (-5.068, 3.396, 6.976)  0.39
H (-3.419, 3.697, 5.150)  0.83
H (-2.841, -0.348, 4.786)  0.34
H (-4.481, -0.840, 6.583)  0.38
C (-1.921, -6.739, -3.765)  -0.43
C (-1.856, -5.501, -3.146)  -0.25
C (-2.149, -5.431, -1.791)  0.00
N (-2.495, -6.486, -1.055)  -0.53
C (-2.554, -7.666, -1.667)  -0.26
C (-2.276, -7.847, -3.012)  -0.31
H (-1.699, -6.839, -4.820)  0.38
H (-1.580, -4.615, -3.699)  0.33
H (-2.106, -4.488, -1.261)  0.36
H (-2.839, -8.508, -1.045)  0.36
H (-2.338, -8.831, -3.457)  0.36
C (5.051, -3.202, 0.012)  -0.11
C (6.331, -2.975, 0.493)  -0.48
C (7.260, -2.388, -0.355)  -0.50
N (6.991, -2.031, -1.608)  -0.62
C (5.757, -2.256, -2.054)  -0.69
C (4.754, -2.837, -1.291)  -0.37
H (4.294, -3.657, 0.640)  0.58
H (6.607, -3.249, 1.502)  0.53
H (8.272, -2.196, -0.014)  0.45
H (5.563, -1.952, -3.078)  0.66
H (3.768, -2.995, -1.703)  0.57
C (0.418, 6.736, 6.325)  -0.18
C (0.026, 5.436, 6.603)  -0.73
C (-1.298, 5.087, 6.384)  0.09
N (-2.217, 5.931, 5.923)  -0.38
C (-1.827, 7.177, 5.660)  -0.26
C (-0.528, 7.627, 5.843)  -0.40
H (1.442, 7.049, 6.481)  0.39
H (0.729, 4.705, 6.979)  0.37
H (-1.642, 4.080, 6.589)  0.41
H (-2.595, 7.845, 5.286)  0.37
H (-0.267, 8.650, 5.612)  0.36
C (6.692, -7.768, 1.710)  -0.48
C (7.809, -8.518, 2.040)  -0.27
C (9.053, -8.065, 1.626)  -0.26
N (9.236, -6.948, 0.926)  -0.54
C (8.153, -6.238, 0.616)  -0.25
C (6.865, -6.601, 0.983)  -0.02
H (5.703, -8.087, 2.014)  0.38
H (7.721, -9.435, 2.605)  0.36
H (9.950, -8.625, 1.866)  0.36
H (8.329, -5.334, 0.044)  0.43
H (6.023, -5.983, 0.702)  0.31
C (4.680, -3.502, -6.350)  -0.29
C (5.960, -3.280, -5.870)  -0.31
C (6.890, -2.691, -6.715)  -0.26
N (6.621, -2.328, -7.967)  -0.57
C (5.387, -2.549, -8.415)  -0.20
C (4.384, -3.128, -7.651)  -0.34
H (3.926, -3.957, -5.721)  0.41
H (6.236, -3.557, -4.862)  0.50
H (7.900, -2.498, -6.372)  0.37
H (5.195, -2.246, -9.438)  0.34
H (3.399, -3.281, -8.069)  0.35
C (-10.455, -4.828, 2.144)  -0.11
C (-9.422, -5.732, 2.336)  -0.45
C (-8.182, -5.442, 1.787)  -0.28
N (-7.923, -4.342, 1.084)  -0.37
C (-8.926, -3.480, 0.912)  0.02
C (-10.202, -3.677, 1.417)  -0.75
H (-11.438, -5.017, 2.556)  0.38
H (-9.572, -6.644, 2.896)  0.35
H (-7.351, -6.127, 1.914)  0.39
H (-8.698, -2.588, 0.338)  0.40
H (-10.975, -2.941, 1.243)  0.34

***

[2]
A molecular structure, C61H73BF4Ge2N10PRb, computed with ωB97M-V/def2-TZVPD.

The energy comes out at -7859.72629 Ha. Its net charge is -2. The HOMO-LUMO gap is 4.6 eV. Its strongest force on any atom is 0.0159 hartree/bohr. The HOMO energy is -1.33 eV. The energy above the lowest of the compared OMol25 structures with the same formula, charge and spin is 16.2 kcal/mol. For the lowest unoccupied orbital energy, the calculation gives 3.23 eV.

Each line ends with the Mulliken charge.
CARTESIAN COORDINATES (ANGSTROEM)
Rb (0.338, 0.224, 1.019)  1.64
C (-2.904, 0.793, -0.713)  -1.44
C (-3.246, -0.588, -1.293)  1.51
C (-4.738, -0.616, -1.622)  -1.85
P (-2.554, -1.831, -0.057)  1.11
C (-2.497, -3.433, -1.030)  1.05
C (-3.568, -3.772, -2.066)  -1.63
C (-2.324, -4.574, -0.023)  -1.22
C (-3.912, -2.017, 1.144)  0.08
C (-5.172, -2.567, 0.894)  -0.13
C (-6.169, -2.653, 1.856)  0.67
C (-7.538, -3.211, 1.536)  -1.65
C (-5.870, -2.146, 3.128)  -1.07
C (-4.640, -1.604, 3.432)  -0.78
C (-3.596, -1.518, 2.457)  -0.55
N (-2.392, -0.961, 2.685)  0.84
C (-1.884, -0.777, 3.961)  -0.51
C (-1.762, -1.802, 4.928)  1.90
C (-2.238, -3.211, 4.663)  -1.93
C (-1.191, -1.519, 6.171)  -0.98
C (-0.698, -0.267, 6.502)  0.74
C (-0.162, 0.032, 7.882)  -1.58
C (-0.755, 0.719, 5.516)  -0.97
C (-1.354, 0.494, 4.283)  0.02
C (-1.567, 1.626, 3.309)  -0.43
H (-3.258, 1.605, -1.359)  0.70
H (-1.832, 0.910, -0.587)  -0.19
H (-3.374, 0.902, 0.275)  0.28
H (-2.671, -0.748, -2.211)  -0.44
H (-5.328, -0.482, -0.714)  0.36
H (-5.056, -1.544, -2.099)  0.34
H (-4.977, 0.211, -2.303)  0.48
H (-1.555, -3.330, -1.573)  -0.09
H (-4.545, -3.943, -1.605)  0.22
H (-3.289, -4.694, -2.588)  0.50
H (-3.670, -2.985, -2.818)  0.23
H (-3.233, -4.701, 0.572)  0.24
H (-1.500, -4.365, 0.669)  0.08
H (-2.108, -5.519, -0.534)  0.49
H (-5.399, -2.955, -0.094)  -0.04
H (-7.528, -3.758, 0.590)  0.37
H (-8.290, -2.419, 1.447)  0.28
H (-7.885, -3.897, 2.315)  0.37
H (-6.640, -2.182, 3.897)  0.32
H (-4.442, -1.215, 4.427)  0.54
H (-2.282, -3.432, 3.594)  -0.01
H (-3.249, -3.374, 5.051)  0.55
H (-1.572, -3.932, 5.146)  0.50
H (-1.137, -2.317, 6.911)  0.30
H (-0.459, -0.743, 8.591)  0.40
H (-0.533, 0.992, 8.250)  0.36
H (0.925, 0.095, 7.893)  0.20
H (-0.382, 1.715, 5.749)  0.33
H (-1.158, 2.560, 3.701)  0.41
H (-2.640, 1.753, 3.130)  0.26
H (-1.117, 1.425, 2.338)  -0.92
C (4.874, -2.680, -3.448)  -1.40
C (4.367, -2.244, -2.065)  0.03
Ge (2.451, -1.810, -2.059)  -0.35
C (1.677, -2.643, -0.450)  2.07
C (1.557, -4.158, -0.658)  -1.67
C (1.545, -2.464, -3.697)  0.38
C (1.057, -1.381, -4.330)  -0.95
Ge (1.664, 0.203, -3.228)  0.72
C (0.095, 1.306, -2.794)  2.41
C (-0.123, 2.426, -3.822)  -1.66
C (3.044, 1.164, -4.258)  -0.45
C (3.246, 0.620, -5.678)  -1.31
C (0.277, -1.387, -5.594)  -0.40
C (-1.021, -0.861, -5.629)  0.05
C (-1.754, -0.836, -6.809)  -0.99
C (-1.202, -1.323, -7.989)  -0.41
C (0.085, -1.846, -7.970)  -0.74
C (0.814, -1.882, -6.786)  -0.23
H (5.943, -2.908, -3.420)  0.44
H (4.721, -1.889, -4.191)  0.18
H (4.347, -3.570, -3.809)  0.30
H (4.901, -1.357, -1.722)  0.11
H (4.545, -3.015, -1.310)  0.38
H (0.705, -2.201, -0.210)  -1.18
H (2.354, -2.425, 0.383)  -0.22
H (0.858, -4.397, -1.467)  0.31
H (1.206, -4.654, 0.251)  0.41
H (2.527, -4.597, -0.919)  0.36
H (1.398, -3.481, -4.078)  0.26
H (0.175, 1.726, -1.788)  -0.47
H (-0.759, 0.621, -2.766)  -1.11
H (0.677, 3.171, -3.744)  0.25
H (-1.077, 2.938, -3.649)  0.40
H (-0.128, 2.043, -4.849)  0.28
H (3.966, 1.096, -3.678)  0.42
H (2.773, 2.223, -4.276)  0.36
H (3.509, -0.443, -5.665)  0.22
H (4.053, 1.157, -6.187)  0.38
H (2.342, 0.722, -6.285)  0.33
H (-1.452, -0.474, -4.710)  0.49
H (-2.758, -0.425, -6.810)  0.42
H (-1.769, -1.295, -8.913)  0.37
H (0.528, -2.224, -8.885)  0.37
H (1.819, -2.288, -6.774)  0.40
N (0.976, -4.029, 2.770)  0.52
C (0.439, -2.829, 2.576)  -0.83
N (1.389, -1.947, 2.362)  0.92
C (2.564, -2.692, 2.403)  0.80
N (2.346, -3.967, 2.708)  -1.29
C (3.847, -2.117, 2.058)  -0.66
C (4.934, -2.853, 1.616)  -0.66
N (5.947, -2.385, 0.890)  -0.95
C (5.720, -1.100, 0.406)  -0.98
C (4.734, -0.276, 0.794)  -0.02
N (3.939, -0.675, 1.921)  1.00
H (0.522, -4.889, 2.999)  0.16
H (-0.632, -2.613, 2.583)  0.06
H (4.931, -3.925, 1.819)  0.49
H (6.372, -0.774, -0.402)  0.61
H (4.562, 0.689, 0.335)  0.19
N (1.754, 11.272, -2.613)  -0.57
C (1.355, 10.277, -2.207)  0.07
C (0.834, 9.032, -1.689)  0.54
C (-0.310, 9.037, -0.899)  -0.88
C (-0.822, 7.853, -0.401)  -0.55
C (-0.202, 6.646, -0.698)  1.14
C (0.947, 6.635, -1.481)  -0.51
C (1.460, 7.822, -1.966)  -1.22
N (-0.719, 5.435, -0.215)  0.40
C (-2.003, 5.180, 0.265)  -0.72
C (-2.006, 3.863, 0.598)  -1.06
N (-0.763, 3.302, 0.338)  0.53
C (-0.024, 4.257, -0.139)  -0.08
H (-0.793, 9.977, -0.671)  0.43
H (-1.696, 7.875, 0.236)  0.36
H (1.444, 5.695, -1.711)  0.82
H (2.355, 7.813, -2.575)  0.46
H (-2.786, 5.921, 0.293)  0.34
H (-2.820, 3.278, 1.006)  0.53
H (1.019, 4.155, -0.428)  -0.07
F (2.630, 1.708, -1.043)  0.51
B (3.127, 3.043, -0.819)  -0.23
F (4.514, 3.077, -1.015)  -0.33
F (2.777, 3.423, 0.506)  -0.41
F (2.467, 3.935, -1.739)  -0.37
N (2.997, 3.608, 7.068)  -0.75
C (3.105, 2.873, 6.183)  0.11
C (3.241, 1.960, 5.084)  0.33
C (3.291, 0.574, 5.294)  -0.78
C (3.439, -0.306, 4.254)  -0.62
C (3.640, 0.168, 2.932)  1.01
C (3.545, 1.567, 2.713)  -0.09
C (3.346, 2.430, 3.768)  -0.99
H (3.224, 0.188, 6.299)  0.43
H (3.460, -1.367, 4.452)  0.37
H (3.628, 1.972, 1.711)  0.22
H (3.276, 3.495, 3.581)  0.49